This record from the Open Molecules 2025 dataset describes a 2-piece molecular cluster, C9H7NO overall. The level of theory is ωB97M-V/def2-TZVPD.

Properties
HOMO energy ... -8.7 eV
HOMO-LUMO gap ... 9.551 eV
Relative energy (zero: lowest compared OMol25 entry of this formula, charge and spin) ... 180.4 kJ/mol

Each line ends with the Löwdin charge.
CARTESIAN COORDINATES (ANGSTROEM)
O  -1.59  -2.49  0.58  0.0769
N  -1.48  0.53  -1.32  0.1204
C  1.74  -1.17  -0.85  -0.0865
C  0.55  -0.86  -1.51  -0.0270
C  -1.08  1.57  0.74  -0.0627
C  2.12  -0.39  0.26  -0.1022
C  0.10  0.68  0.31  -0.2007
C  -1.92  1.37  -0.48  -0.1175
C  1.20  0.29  1.03  -0.0624
C  -1.38  -1.57  1.21  0.0523
C  -0.21  0.15  -0.94  -0.3007
H  -2.86  1.66  -0.73  0.0843
H  -0.91  2.55  0.90  0.0875
H  -1.54  1.18  1.54  0.0728
H  1.44  0.57  2.03  0.1076
H  0.22  -1.45  -2.36  0.1180
H  2.44  -1.95  -1.19  0.1054
H  3.14  -0.67  0.78  0.1344


This record from the Open Molecules 2025 dataset describes C9H7NO as an isolated structure. The level of theory is ωB97M-V/def2-TZVPD.

Properties
HOMO energy ... -8.2 eV
HOMO-LUMO gap ... 8.042 eV
Relative energy (zero: lowest compared OMol25 entry of this formula, charge and spin) ... 523.1 kJ/mol

Each line ends with the Löwdin charge.
CARTESIAN COORDINATES (ANGSTROEM)
O  3.93  -0.81  -0.14  -0.0535
N  1.10  -0.88  -0.34  0.0927
C  3.36  0.23  0.30  -0.1013
C  -2.48  -1.11  0.10  -0.1253
C  -0.12  -0.55  -0.25  -0.3039
C  -1.69  1.22  -0.23  0.0031
C  0.96  1.36  0.04  -0.0243
C  1.75  0.30  -0.24  -0.2377
C  -2.70  0.25  0.15  -0.1123
C  -1.18  -1.50  0.01  -0.0083
C  -0.27  0.84  -0.15  -0.2161
H  1.82  -1.82  0.34  0.3475
H  1.24  2.47  -0.08  0.1538
H  -0.83  -2.48  -0.08  0.0841
H  -3.31  -1.80  0.01  0.1068
H  3.95  1.19  0.74  0.1521
H  -1.88  2.28  -0.65  0.1244
H  -3.64  0.83  0.47  0.1182


This record from the Open Molecules 2025 dataset describes the molecule C9H7NO2. The level of theory is ωB97M-V/def2-TZVPD.

Properties
HOMO energy ... -8.2 eV
SMILES ... Nc1cc2ccccc2oc1=O
HOMO-LUMO gap ... 8.741 eV
Relative energy (zero: lowest compared OMol25 entry of this formula, charge and spin) ... 201.5 kJ/mol

Each line ends with the Löwdin charge.
CARTESIAN COORDINATES (ANGSTROEM)
O  -2.73  -1.61  -0.16  0.0882
O  -0.48  -1.40  0.12  0.1160
N  -2.97  1.36  -0.13  0.1105
C  1.85  -1.33  -0.01  0.0082
C  3.10  -0.66  -0.12  -0.0177
C  0.63  0.76  0.08  -0.1673
C  -0.64  1.42  0.03  -0.0101
C  0.69  -0.63  0.10  -0.1865
C  -1.72  -0.93  0.05  -0.3209
C  -1.77  0.75  0.08  -0.2178
C  3.03  0.75  0.00  -0.0857
C  1.86  1.33  -0.07  -0.0893
H  -3.00  2.33  0.21  0.1200
H  3.94  -1.21  -0.24  0.0626
H  3.89  1.41  0.18  0.1216
H  -3.57  0.76  0.34  0.0662
H  1.69  -2.41  0.25  0.1421
H  1.84  2.38  -0.08  0.1026
H  -0.58  2.55  -0.15  0.1572


This record from the Open Molecules 2025 dataset describes C9H7NO3Sr as an isolated structure. The level of theory is ωB97M-V/def2-TZVPD.

Properties
Net charge ... +2
HOMO energy ... -15.1 eV
HOMO-LUMO gap ... 5.201 eV
Relative energy (zero: lowest compared OMol25 entry of this formula, charge and spin) ... 813.0 kJ/mol

Each line ends with the Löwdin charge.
CARTESIAN COORDINATES (ANGSTROEM)
Sr  0.01  -0.02  -2.46  1.3417
O  -2.74  -1.59  -3.81  0.1944
O  2.75  -1.59  -3.81  0.1911
O  0.00  3.17  -3.81  0.1900
N  0.03  -0.02  -0.41  -0.2537
C  -1.78  -1.03  -3.43  -0.0134
C  -0.88  -0.91  1.47  -0.0307
C  1.79  -1.04  -3.43  -0.0180
C  -0.86  -0.87  2.81  -0.0449
C  0.87  0.86  2.81  -0.0445
C  0.03  -0.03  0.99  -0.3547
C  0.91  0.89  1.47  -0.0303
C  0.00  2.06  -3.43  -0.0130
C  0.00  0.00  3.52  -0.0041
H  1.56  1.54  0.89  0.1354
H  -1.54  -1.54  3.35  0.1340
H  0.66  0.81  -0.79  0.1135
H  0.00  0.00  4.62  0.1262
H  1.55  1.53  3.36  0.1341
H  -0.81  -0.66  -0.80  0.1118
H  -1.53  -1.56  0.89  0.1351


This record from the Open Molecules 2025 dataset describes the molecule C9H8. The level of theory is ωB97M-V/def2-TZVPD.

Properties
HOMO energy ... -8.1 eV
SMILES ... C#CC(=C)C1=C(C)C1=C
HOMO-LUMO gap ... 8.807 eV
Relative energy (zero: lowest compared OMol25 entry of this formula, charge and spin) ... 687.0 kJ/mol

Each line ends with the Löwdin charge.
CARTESIAN COORDINATES (ANGSTROEM)
C  0.19  -0.60  0.00  0.0364
C  1.44  -1.27  -0.12  -0.2265
C  -1.40  1.11  -0.62  -0.0265
C  2.14  -2.37  -0.19  0.0023
C  1.27  0.13  0.07  -0.1753
C  1.88  1.40  0.40  -0.0204
C  -1.41  -0.08  -0.17  -0.1156
C  -3.01  -0.38  0.13  -0.0704
C  -4.20  -0.40  0.35  0.0598
H  -5.24  -0.26  0.44  0.0203
H  -0.39  1.62  -0.86  0.0939
H  3.24  -2.49  -0.08  0.0642
H  2.88  1.20  0.50  0.0508
H  1.65  -3.22  -0.41  0.0019
H  1.46  1.63  1.40  0.1228
H  -2.29  1.77  -0.56  0.0947
H  1.78  2.22  -0.30  0.0877


This record from the Open Molecules 2025 dataset describes the molecule C9H8BrF3N2. The level of theory is ωB97M-V/def2-TZVPD.

Properties
HOMO energy (spin up / spin down) ... -8.1 / -8.1 eV
HOMO-LUMO gap (spin up / spin down) ... 8.425 / 8.427 eV
Relative energy (zero: lowest compared OMol25 entry of this formula, charge and spin) ... 493.0 kJ/mol

Each line ends with the Löwdin charge.
CARTESIAN COORDINATES (ANGSTROEM)
Br  -4.75  -0.50  0.17  0.7752
F  -0.46  2.16  -1.29  0.0012
F  4.49  -0.32  -0.96  0.0902
F  3.73  -0.93  1.03  0.0464
N  1.25  -0.56  -0.35  -0.0645
N  -0.81  -1.61  0.31  0.1079
C  -2.89  -0.34  0.14  -0.6947
C  3.33  -0.50  -0.24  -0.4117
C  -2.48  0.99  -0.20  -0.3101
C  -1.00  1.38  -0.29  -0.2148
C  0.05  -0.75  -0.01  -0.1004
C  2.32  -1.56  -0.67  0.0101
C  2.18  0.54  -0.05  0.0083
C  -1.77  1.90  0.85  -0.0348
C  -2.14  -1.43  0.44  -0.2224
H  2.34  -2.55  -0.24  0.1250
H  -2.16  2.91  0.81  0.0979
H  -1.66  1.39  1.89  0.1457
H  2.04  -1.74  -1.78  0.1652
H  -3.25  1.44  -0.80  0.0970
H  2.10  1.45  -0.71  0.1426
H  2.14  0.89  1.03  0.1486
H  -2.61  -2.27  0.92  0.0919


This record from the Open Molecules 2025 dataset describes the molecule C9H8BrNO2. The level of theory is ωB97M-V/def2-TZVPD.

Properties
HOMO energy (spin up / spin down) ... -6.1 / -8.8 eV
Multiplicity ... 3
HOMO-LUMO gap (spin up / spin down) ... 6.475 / 6.731 eV
Relative energy (zero: lowest compared OMol25 entry of this formula, charge and spin) ... 252.5 kJ/mol

Each line ends with the Löwdin spin population.
CARTESIAN COORDINATES (ANGSTROEM)
Br  3.91  -0.57  -0.83  0.1357
O  3.83  1.60  1.33  0.5417
O  1.70  1.49  1.93  0.0596
N  2.83  0.91  1.21  0.4912
C  1.19  -0.56  0.48  0.0620
C  0.87  -1.38  1.59  0.0333
C  2.54  -0.01  0.36  0.6065
C  -1.05  -0.89  -0.41  -0.0003
C  0.51  0.80  -1.36  0.0142
C  -1.38  -1.68  0.58  0.0120
C  0.18  -0.24  -0.42  0.0269
C  -0.39  1.72  -1.68  0.0020
C  -0.43  -1.91  1.54  0.0008
H  1.53  0.84  -1.62  0.0071
H  -2.33  -2.11  0.76  0.0009
H  -0.19  2.55  -2.28  0.0001
H  -1.33  1.68  -1.14  0.0003
H  1.57  -1.74  2.34  0.0004
H  2.09  2.20  2.40  0.0045
H  -0.72  -2.46  2.40  0.0004
H  -1.74  -0.44  -1.17  0.0005


This record from the Open Molecules 2025 dataset describes the molecule C9H8BrNS. The level of theory is ωB97M-V/def2-TZVPD.

Properties
HOMO energy ... -8.3 eV
SMILES ... C=C(Br)c1ccccc1NC=S
HOMO-LUMO gap ... 8.735 eV
Relative energy (zero: lowest compared OMol25 entry of this formula, charge and spin) ... 14.8 kJ/mol

Each line ends with the Löwdin charge.
CARTESIAN COORDINATES (ANGSTROEM)
Br  -2.66  1.57  0.35  0.7606
S  -2.82  -3.17  0.23  0.5785
N  -0.69  -1.70  -0.32  0.0138
C  -1.22  1.09  -0.84  -0.6785
C  1.98  1.31  1.11  -0.0482
C  1.48  -1.10  0.69  0.0030
C  0.27  -0.72  0.08  -0.2222
C  0.88  1.61  0.31  -0.0405
C  2.30  -0.08  1.22  -0.0653
C  -1.13  1.38  -2.11  0.0128
C  -1.79  -1.90  0.35  -0.7681
C  0.00  0.59  -0.09  -0.2590
H  1.75  -2.15  0.84  0.1199
H  0.43  2.52  0.13  0.0932
H  -1.91  1.59  -2.72  0.0407
H  -0.30  -2.37  -0.95  0.1387
H  2.66  2.19  1.39  0.1297
H  -1.97  -1.12  1.00  0.0102
H  3.04  -0.46  1.93  0.1023
H  -0.31  0.92  -2.59  0.0785


This record from the Open Molecules 2025 dataset describes the molecule C9H8Cl4O. The level of theory is ωB97M-V/def2-TZVPD.

Properties
HOMO energy ... -9.4 eV
SMILES ... C[C@](OCl)(c1ccccc1)C(Cl)(Cl)Cl
HOMO-LUMO gap ... 9.331 eV
Relative energy (zero: lowest compared OMol25 entry of this formula, charge and spin) ... 0.0 kJ/mol

Each line ends with the Löwdin charge.
CARTESIAN COORDINATES (ANGSTROEM)
Cl  -1.95  -1.05  2.47  0.7941
Cl  -0.30  3.15  3.30  0.6316
Cl  -1.80  3.02  0.90  0.7260
Cl  1.06  3.00  0.86  0.6844
O  -1.65  0.60  2.25  -0.5811
C  -0.37  2.47  1.68  -1.5528
C  0.79  0.13  2.35  -0.0512
C  0.56  -0.34  -1.83  -0.0547
C  -0.49  0.35  0.20  -0.2338
C  -0.69  -0.55  -2.41  -0.0770
C  -1.77  -0.16  -1.70  -0.0909
C  0.69  0.14  -0.53  -0.0550
C  -1.70  0.19  -0.40  -0.1043
C  -0.43  0.84  1.69  -0.6730
H  0.69  0.45  3.39  0.0836
H  -0.94  -0.77  -3.39  0.0846
H  -2.70  -0.19  -2.22  0.1111
H  -2.52  0.47  0.09  0.0528
H  1.51  -0.54  -2.40  0.1183
H  1.75  0.46  2.16  0.0536
H  1.58  0.47  0.01  0.0848
H  0.79  -0.90  2.25  0.0491


This record from the Open Molecules 2025 dataset describes the molecule C9H8ClFN2O. The level of theory is ωB97M-V/def2-TZVPD.

Properties
HOMO energy (spin up / spin down) ... -7.7 / -7.7 eV
SMILES ... CO[C@@H]1N=c2ccccc2=C(F)N1Cl
HOMO-LUMO gap (spin up / spin down) ... 7.380 / 7.382 eV
Relative energy (zero: lowest compared OMol25 entry of this formula, charge and spin) ... 0.0 kJ/mol

Each line ends with the Löwdin charge.
CARTESIAN COORDINATES (ANGSTROEM)
Cl  -1.36  1.69  -3.59  0.7872
F  1.21  2.61  -2.57  0.1123
O  -2.11  0.55  -1.12  -0.2081
N  -0.34  1.01  -2.43  -0.3719
N  -0.21  -0.70  -0.71  0.1337
C  -3.10  -0.39  -0.57  -0.0383
C  2.27  1.93  -0.04  -0.0499
C  1.44  -0.64  1.00  -0.0081
C  1.26  1.16  -0.69  -0.0961
C  2.56  0.02  1.47  -0.0395
C  0.66  1.66  -1.81  -0.2715
C  -1.04  -0.11  -1.71  -0.4751
C  0.74  -0.05  -0.10  -0.2525
C  2.94  1.36  0.96  -0.0897
H  1.12  -1.47  1.60  0.1088
H  -1.42  -1.01  -2.39  0.1711
H  -2.81  -1.42  -1.04  0.1082
H  -4.06  0.00  -0.93  0.0829
H  3.83  1.75  1.50  0.1113
H  2.76  2.77  -0.48  0.1139
H  3.11  -0.36  2.28  0.0788
H  -2.83  -0.32  0.51  0.0927